# 1
C13H11BrN3O7Ru as an isolated structure. Source: the Open Molecules 2025 dataset; level of theory: ωB97M-V with the def2-TZVPD basis set.

Values from the calculation:
**Electronic energy**: -3861.55567 Ha
**Largest force on an atom**: 1.18 eV/A
**Orbital gap (spin up / spin down)**: 7.5 / 5.8 eV
**E_LUMO (spin up / spin down)**: -5.166 / -6.834 eV

```
! RIJCOSX wB97M-V def2-TZVPD def2/J DEFGRID3
* xyz 1 5
C 0.06895 1.56099 3.24704
N -0.75624 -0.71918 3.86704
O -1.55710 -2.89654 5.30600
C 0.11671 -0.12307 -3.01447
C -0.23561 -0.62022 -5.17331
H -0.44237 3.72180 -0.62068
H -0.39570 0.27537 -2.09741
N -0.54911 -0.37364 1.74599
H -1.72702 2.54301 -1.03240
N -0.74497 -0.24897 -3.99908
O -1.52137 -3.64337 0.74028
H -0.92950 -0.73433 -5.99598
C -1.11947 -2.51257 0.73582
O -0.00341 1.79450 -0.14610
C 1.12526 -0.85191 -5.35815
Br 1.75101 -1.35948 -7.04960
O 3.56485 -0.15938 -1.90051
C -0.97742 2.83321 -0.29479
O 1.71904 -0.28282 -0.67490
O -1.88194 -4.16423 3.49978
H -0.75902 -0.60870 4.87508
H 0.28091 2.09602 2.32548
H -0.67951 2.10828 3.81994
Ru -0.10474 -0.03285 -0.22664
H 3.06364 -0.89446 -4.40059
C -1.54593 -3.04937 4.11679
C 1.48293 -0.34862 -3.05859
C -0.98530 -1.67041 1.93670
H -1.45751 3.00878 0.66901
H 0.98458 1.51265 3.83715
C -1.12068 -1.89789 3.26367
C 2.38029 -0.23633 -1.87263
O -0.73186 -1.85170 -0.36443
C -0.40828 0.19155 2.94559
H -1.80922 -4.10107 2.52187
C 2.00158 -0.71494 -4.29719
*
```

# 2
C28H33N6O3PS4V as an isolated structure. Source: the Open Molecules 2025 dataset; level of theory: ωB97M-V with the def2-TZVPD basis set.

Values from the calculation:
**Electronic energy**: -4519.24554 Ha
**Energy above the lowest of the compared OMol25 structures with the same formula, charge and spin**: 17.00 kcal per mole
**Largest force on an atom**: 2.06 eV/A
**Orbital gap (spin up / spin down)**: 6.9 / 6.3 eV
**E_LUMO (spin up / spin down)**: 0.205 / 0.203 eV

```
! RIJCOSX wB97M-V def2-TZVPD def2/J DEFGRID3
* xyz 0 2
S 1.44170 2.04738 -2.49233
H -1.59000 -2.31962 0.91847
C 0.53050 -3.57552 0.24037
C 3.20650 -2.98812 1.80167
O 1.71810 -0.83362 -1.52593
C 1.18320 4.21708 1.40427
O 0.53910 -1.04622 -3.31643
C -1.64900 4.26698 -2.06443
H 3.76040 -2.51642 0.98797
H -4.37660 -4.12852 -2.55953
H 0.12490 4.13248 1.61897
H -2.32900 0.10838 4.34237
H 2.25210 -2.69812 -4.14713
H 4.16670 -1.83432 3.35427
H 3.45220 -3.34732 3.91527
N -5.26450 -1.17882 -2.02423
H 3.06460 -4.04152 1.54487
C -1.98660 -0.82462 3.91747
C -1.11250 -3.03652 4.20137
S -0.62750 1.60018 0.08527
C -1.54800 -2.19192 1.99087
C -4.53210 -3.52482 -1.66523
C -0.17280 6.57258 -2.49203
C 0.39630 5.51118 -1.81513
H -3.80010 -3.83602 -0.92373
S 0.38660 -3.89652 -1.38023
C 1.58910 -1.30432 -2.68443
C 3.38520 4.97918 1.96697
H -2.21980 3.36878 -1.87723
H -3.21750 5.25078 -3.12813
H -1.12790 -1.58962 -2.32423
O -0.80230 -5.55952 2.89757
H -5.53710 -3.68752 -1.29123
C -3.28840 -0.21572 -2.45133
C 3.89450 4.39068 0.82197
N 1.08360 -2.44712 0.69247
C -4.34690 -2.09302 -1.96343
N -3.11400 -1.55232 -2.22643
C 2.67230 -2.13362 -3.31993
C -1.56020 -1.84952 4.74877
H 1.28240 -2.76692 2.75497
C 3.05050 3.71748 -0.04363
C -1.99130 -1.00262 2.54287
C -0.59440 -4.51772 2.31437
H 1.41200 5.58128 -1.45173
C 3.99500 -2.87702 3.09847
H 4.04380 5.51368 2.63487
H 4.94810 4.46998 0.60047
N -1.91750 -2.22922 -2.12733
H 0.39250 7.47938 -2.64723
H -1.89590 7.28818 -3.54213
C 1.83270 -2.31932 1.92617
H 0.10100 -5.47972 0.69747
H 1.94390 -1.25232 2.12727
H 3.11530 -2.80332 -2.58803
H 3.43730 -1.46032 -3.70303
S -2.15120 0.93348 -2.84853
V -0.00610 0.23068 -1.87213
C -2.20620 5.32618 -2.75723
H 1.64810 5.34518 3.16257
C 1.69610 3.64768 0.24367
H -2.32870 -0.20672 1.89347
H -1.85940 -2.98572 -2.81013
H -5.11550 0.84398 -2.41033
P 0.51650 2.88708 -0.91843
C -1.07930 -3.20962 2.81827
C 2.03390 4.88608 2.26367
H -0.78050 -3.84872 4.83057
N 0.08370 -4.55242 1.11047
N -4.62190 -0.02922 -2.31723
H -1.57290 -1.72142 5.82237
H 3.42760 3.25748 -0.94653
H 4.95860 -3.36872 2.99707
C -0.34370 4.35278 -1.60293
H 1.36720 -1.79882 -0.05143
C -1.46630 6.47428 -2.97933
*
```

# 3
A 3-piece molecular cluster, C34H35N5O3 overall. Source: the Open Molecules 2025 dataset; level of theory: ωB97M-V with the def2-TZVPD basis set.

Values from the calculation:
**Electronic energy**: -1815.90392 Ha
**Largest force on an atom**: 4.46 eV/A
**Orbital gap**: 7.4 eV
**E_LUMO**: -0.671 eV

```
! RIJCOSX wB97M-V def2-TZVPD def2/J DEFGRID3
* xyz 0 1
H 3.48536 -3.49778 3.26887
N -1.44980 4.90591 -7.43801
H 5.40687 -6.34621 -0.00190
C -2.49347 4.20915 -3.09695
C 0.31446 6.01797 -8.18745
C -2.76318 -1.76770 3.06670
H 3.81108 -1.84843 2.63417
C -0.80421 -3.31096 2.40352
H -0.05336 0.27400 -2.18087
N -2.98818 3.03100 -2.60882
H -1.16460 -2.11851 -2.08342
H 2.70081 1.99367 5.27813
H 0.49228 3.33218 4.50992
H -1.44882 3.42382 6.27935
C 3.64242 -3.38541 1.09635
C -1.57705 4.97045 -8.79910
H 1.24318 6.56640 -8.21680
N 2.13969 -0.25337 3.41128
H 0.11923 -5.53774 1.43678
H -1.83277 4.82023 -2.50279
H -0.01374 5.59116 -6.01857
C -1.23043 -2.01419 2.88173
N -0.84181 0.27228 3.73202
H -3.27353 -2.72968 3.37728
C -2.58659 -0.76961 0.91028
C -0.27222 -0.90012 3.24667
H 4.66742 -5.14758 2.12081
H -0.17249 2.23770 6.87370
C -2.26537 -1.70866 -0.20073
H -4.36284 3.08093 -5.56275
H 2.37966 2.83564 3.84245
C 0.15877 1.13891 4.04589
C 4.55163 -4.81886 -1.40287
C 0.67743 -3.58200 2.26026
C -0.75284 -0.01493 -1.35619
C 1.06838 -5.01687 1.77619
C -1.07504 0.96051 -0.30019
H -2.78653 5.22329 -5.01019
H 3.61659 -3.11481 -2.46794
O -1.95362 1.44006 6.16592
C 3.18975 -2.76380 2.45850
C -2.99137 4.38413 -4.36283
H -1.53775 -4.11961 2.14248
C -1.96630 0.57582 0.79893
C 1.16195 -1.18977 3.08619
C 4.85016 -5.37214 -0.07080
H 2.84432 -1.83281 -0.32247
H -2.10253 4.46176 -6.81286
H -2.42287 4.52370 -9.29688
H -1.14698 2.86496 3.93112
C 3.38139 -2.80841 -0.23356
H -2.89321 -1.07528 3.95472
C -0.29734 5.53749 -7.05771
C -0.29945 2.54826 4.61446
C -3.78954 2.44720 -3.55121
C -0.92239 2.44525 6.06380
C 4.40204 -4.66434 1.14155
H -4.27247 1.50288 -3.35718
N 2.59940 1.93517 4.26489
H -2.16710 1.35197 1.58888
H -0.58676 1.97079 -0.35661
H 1.73581 -5.01574 0.86080
H -0.31229 5.87796 -10.33276
O 2.42706 -5.57361 3.78026
H 1.39148 -7.03378 2.86997
C -3.81478 3.26573 -4.65146
C 3.83453 -3.52652 -1.44504
C -0.49808 5.65839 -9.29288
C 1.63853 0.91424 3.88060
O -3.44190 -1.14196 1.94205
C 1.68826 -5.93298 2.89038
H -2.76377 -2.71418 -0.13342
H -2.79179 2.65102 -1.69697
C 1.65021 -2.53164 2.58266
C -1.36747 -1.34616 -1.30342
H 4.86524 -5.35353 -2.33393
H -1.58674 0.63772 6.57702
*
```

# 4
C17H35O3P3Re as an isolated structure. Source: the Open Molecules 2025 dataset; level of theory: ωB97M-V with the def2-TZVPD basis set.

Values from the calculation:
**Electronic energy**: -1995.14121 Ha
**Energy above the lowest of the compared OMol25 structures with the same formula, charge and spin**: 33.49 kcal per mole
**Largest force on an atom**: 11.00 eV/A
**Orbital gap (spin up / spin down)**: 7.0 / 5.7 eV
**E_LUMO (spin up / spin down)**: -13.519 / -14.988 eV

```
! RIJCOSX wB97M-V def2-TZVPD def2/J DEFGRID3
* xyz 4 4
H -3.66912 3.84821 -0.38594
H -3.64062 -3.47624 -1.05522
H 4.54671 -0.15617 -0.98965
H 0.64083 -1.94222 2.18104
H 5.05859 -2.85843 -0.98644
C -2.91777 -3.30230 2.59997
H -1.48297 -5.05070 -0.44482
C -3.79719 -3.11984 -0.03072
P 3.65342 -1.71398 0.63120
H 4.37642 -3.98276 0.21501
C -2.93784 4.41415 -0.98329
P -2.20823 -3.17362 0.90413
H -1.66385 -1.47083 -1.74654
O 1.91041 2.37203 0.80530
C 1.14184 1.86296 0.09782
H 3.57404 -0.68015 2.81825
C -1.77373 -4.94228 0.60993
O -2.49594 0.88483 1.12162
H 1.43433 2.18490 -3.14453
C -1.31261 4.71792 1.34406
C -1.67666 0.91523 0.29856
H -3.10688 5.50000 -0.91814
H 0.80351 -1.76595 -1.44801
H 3.50823 -2.45989 2.95155
H 0.79031 5.23677 -0.88044
H 5.62392 -0.19222 0.47725
H 5.80003 -2.96894 0.65848
H -0.27315 5.13119 -2.29829
H -0.18457 -0.71365 2.68428
H -2.18720 -3.75320 3.28599
H 5.09061 -1.65324 2.64646
C 4.56949 -0.19221 0.11730
H -1.54728 5.79270 1.29370
C 0.77685 1.35251 -2.90571
C -0.61111 1.50010 -3.09764
H -4.57092 -3.71722 0.46661
H -3.01901 4.06233 -2.02469
C -1.49498 0.47520 -2.69298
H -2.60010 -5.63060 0.83937
H -2.56471 0.64514 -2.77114
C -0.98493 -0.70130 -2.09304
H -4.11178 -2.06990 -0.06860
H -0.33697 4.54678 1.82435
C 4.86207 -3.00336 0.08457
O 0.27652 -1.07166 1.88983
H -3.12746 -2.27699 2.94250
H -1.01071 2.43220 -3.49963
H 4.03481 0.69825 0.51377
H -2.06964 4.15979 1.91495
C 0.40456 -0.85645 -1.91131
P -1.25588 4.05565 -0.35589
H -3.85254 -3.88590 2.61272
H -0.90102 -5.18984 1.22938
C 1.28815 0.17046 -2.31932
C 4.00855 -1.62189 2.44320
Re -0.20637 0.93858 -1.12340
H -0.67558 6.30890 -0.96396
C -0.25489 5.32384 -1.21519
H 2.34999 0.06326 -2.14863
*
```